[1]
{
  "formula": "C3H5FO",
  "method": "ωB97M-V with the def2-TZVPD basis set",
  "orbital_gap_ev": 11.0,
  "e_tot_ev": -7955.6820,
  "e_homo_ev": -10.0,
  "e_lumo_ev": 0.9402,
  "smiles": "O=CCCF",
  "relative_energy_kj_mol": 79.8,
  "species": ["O", "C", "C", "C", "F", "H", "H", "H", "H", "H"],
  "positions_angstrom": [[-1.51, -0.60, 0.47], [-1.12, 0.14, -0.41], [0.02, 1.18, -0.11], [1.15, 0.22, 0.40], [1.10, -0.96, -0.37], [-1.65, 0.02, -1.32], [-0.21, 1.63, 0.82], [0.31, 1.97, -0.83], [1.20, -0.03, 1.41], [2.18, 0.63, 0.18]],
  "nbo_charge": [-0.520, 0.438, -0.556, 0.065, -0.376, 0.134, 0.238, 0.231, 0.180, 0.166]
}

[2]
{
  "formula": "C3H5FO2S",
  "method": "ωB97M-V with the def2-TZVPD basis set",
  "orbital_gap_ev": 8.9,
  "e_tot_ev": -20835.7662,
  "e_homo_ev": -9.2,
  "e_lumo_ev": -0.3017,
  "smiles": "O=C=CF.COS",
  "relative_energy_kj_mol": 357.5,
  "species": ["O", "C", "C", "F", "H", "C", "O", "S", "H", "H", "H", "H"],
  "positions_angstrom": [[-0.49, 1.70, 0.06], [-1.36, 1.24, -0.61], [-2.37, 0.75, -1.27], [-2.70, 1.37, -2.45], [-2.74, -0.32, -1.01], [2.06, -0.34, 0.43], [1.41, -1.63, 0.75], [0.30, -1.71, 1.91], [1.88, 0.33, 1.32], [1.65, 0.10, -0.49], [3.03, -0.36, 0.14], [-0.67, -1.13, 1.21]],
  "nbo_charge": [-0.430, 0.615, -0.099, -0.315, 0.228, -0.245, -0.705, 0.345, 0.190, 0.179, 0.187, 0.050]
}